Density functional theory data (ωB97M-V/def2-TZVPD) for a cluster of 2 separate species, C29H39N4O in total in a non-equilibrium geometry.

As for the orbital gap: 5.967 eV. Its total charge is +1. Its energy above the lowest of the compared OMol25 structures with the same formula, charge and spin is 0.0 kJ/mol. The value obtained for the HOMO energy is -11.34 eV. The LUMO energy comes out at -0.19749 Eh.

Positions of all 73 atoms, in Å:
C -2.387 5.313 0.616
N -2.138 3.905 0.815
C -3.153 3.028 1.075
O -4.331 3.318 1.222
C -2.534 1.637 1.156
C -3.065 0.671 0.090
C -4.549 0.420 0.227
C -5.425 0.756 -0.808
C -6.801 0.613 -0.630
C -7.307 0.085 0.565
C -6.422 -0.297 1.578
C -5.045 -0.137 1.410
N -1.094 1.903 1.013
C -0.208 0.881 0.987
C 1.154 1.033 0.776
C 2.149 0.061 0.707
C 3.550 0.442 0.670
C 4.587 -0.502 0.915
C 5.928 -0.157 0.833
C 6.313 1.167 0.565
C 7.695 1.516 0.411
N 8.824 1.792 0.272
C 5.324 2.142 0.421
C 3.975 1.801 0.482
C -0.795 3.339 0.774
C -0.174 3.621 -0.601
C 0.061 4.011 1.858
H -3.460 5.503 0.676
H -1.867 5.903 1.380
H -2.015 5.627 -0.368
H -2.737 1.216 2.156
H -2.843 1.092 -0.905
H -2.506 -0.276 0.186
H -5.013 1.166 -1.735
H -7.481 0.930 -1.421
H -8.383 -0.037 0.699
H -6.801 -0.707 2.514
H -4.342 -0.415 2.200
H -0.629 -0.100 1.250
H 1.507 2.064 0.718
H 1.891 -0.991 0.838
H 4.308 -1.513 1.242
H 6.705 -0.908 0.969
H 5.611 3.181 0.251
H 3.253 2.615 0.443
H -0.856 3.298 -1.397
H -0.003 4.701 -0.700
H 0.782 3.107 -0.718
H -0.456 3.976 2.825
H 1.038 3.531 1.957
H 0.218 5.065 1.590
C 3.709 -5.456 1.113
C 2.818 -4.308 0.656
C 2.137 -4.550 -0.679
N 1.323 -3.412 -1.157
C 0.663 -3.920 -2.364
C -0.352 -2.985 -3.007
C -0.977 -3.483 -4.315
H 4.175 -5.189 2.063
H 3.149 -6.383 1.276
H 4.512 -5.674 0.402
H 2.026 -4.150 1.395
H 3.405 -3.385 0.584
H 2.880 -4.823 -1.459
H 1.423 -5.387 -0.592
H 1.930 -2.627 -1.377
H 1.438 -4.201 -3.103
H 0.154 -4.840 -2.031
H -1.155 -2.811 -2.280
H 0.146 -2.026 -3.198
H -1.659 -2.713 -4.690
H -0.232 -3.668 -5.098
H -1.565 -4.401 -4.189